(1)
{
  "formula": "C18H14I2O11P2",
  "method": "the ωB97M-V functional and the def2-TZVPD basis",
  "species": ["O", "P", "O", "O", "I", "O", "P", "O", "I", "H", "H", "C", "C", "C", "O", "C", "C", "C", "O", "H", "H", "H", "H", "C", "C", "C", "O", "C", "C", "C", "O", "H", "H", "H", "H", "C", "C", "C", "O", "C", "C", "C", "O", "H", "H", "H", "H"],
  "xyz": [[-0.75878, -2.50830, 1.01144], [-0.45937, -1.07330, 1.37449], [0.01619, -1.07553, 2.98202], [-1.80597, -0.13076, 1.13848], [-3.40162, -1.34637, 1.63254], [0.88076, -0.58862, 0.51231], [0.53843, -0.32276, -1.14062], [1.09271, -1.63102, -2.04005], [2.05435, 1.52367, -1.81499], [0.74170, -1.71749, 2.96696], [2.05608, -1.54110, -2.11585], [-7.52266, -4.47320, 2.61572], [-8.11783, -5.65770, 2.48660], [-7.49841, -6.74533, 1.69593], [-8.04072, -7.82314, 1.57645], [-6.19284, -6.46726, 1.05619], [-5.59818, -5.28243, 1.18575], [-6.21871, -4.19758, 1.97591], [-5.67569, -3.11631, 2.09636], [-7.95970, -3.66543, 3.18883], [-9.07183, -5.87874, 2.94788], [-5.75486, -7.27422, 0.48295], [-4.64362, -5.06004, 0.72488], [-0.62508, 7.25570, -2.47560], [0.61208, 6.76267, -2.50559], [0.95602, 5.51084, -1.79560], [2.08482, 5.06225, -1.82144], [-0.12564, 4.82662, -1.05245], [-1.36296, 5.31957, -1.02238], [-1.70719, 6.57154, -1.73255], [-2.83398, 7.02046, -1.70753], [-0.89561, 8.17012, -2.98799], [1.41558, 7.24884, -3.04421], [0.14489, 3.91235, -0.54007], [-2.16631, 4.83323, -0.48367], [6.62658, 1.62559, -0.47887], [5.77307, 0.61505, -0.63681], [6.23500, -0.78970, -0.61850], [5.45583, -1.71035, -0.76535], [7.68083, -1.03198, -0.41620], [8.53510, -0.02199, -0.25796], [8.07274, 1.38433, -0.27651], [8.85040, 2.30427, -0.13053], [6.30665, 2.65999, -0.49029], [4.71212, 0.76964, -0.78536], [7.99980, -2.06649, -0.40510], [9.59583, -0.17959, -0.10963]],
  "atomic_forces_ev_per_a": [[0.710, 2.311, 0.180], [-0.688, -3.361, 0.248], [-0.506, 1.270, -2.655], [2.509, -1.352, 1.060], [-0.373, 0.382, -0.194], [-1.275, 0.610, 0.099], [-1.062, -1.032, -0.876], [0.347, 1.938, 1.639], [0.053, -0.400, 0.342], [-0.018, -0.103, 0.300], [0.066, -0.506, -0.178], [-0.179, -0.041, 0.081], [0.004, 0.245, 0.094], [-0.107, -0.256, -0.040], [0.037, 0.094, 0.017], [0.194, 0.156, -0.051], [0.058, -0.169, -0.101], [0.131, -0.065, -0.095], [0.045, 0.282, 0.109], [0.037, 0.022, -0.011], [0.007, -0.038, -0.019], [-0.033, -0.020, 0.011], [0.002, 0.042, 0.025], [0.254, 0.027, -0.091], [-0.152, 0.184, -0.076], [0.203, -0.102, 0.009], [-0.071, 0.042, -0.017], [-0.228, -0.024, 0.098], [0.170, -0.182, 0.067], [-0.246, 0.078, 0.013], [0.082, -0.022, -0.005], [-0.045, -0.007, 0.016], [0.027, -0.036, 0.017], [0.040, 0.009, -0.014], [-0.024, 0.032, -0.016], [-0.233, -0.076, -0.039], [0.056, 0.214, 0.036], [-0.146, -0.150, -0.028], [0.030, 0.068, -0.012], [0.243, 0.044, 0.041], [-0.049, -0.266, -0.016], [0.145, 0.218, 0.026], [-0.046, -0.081, -0.010], [0.035, 0.010, 0.007], [0.037, -0.027, 0.015], [-0.042, -0.011, -0.007], [0.002, 0.049, 0.002]],
  "nbo_charge": [-1.109, 2.459, -0.946, -0.986, 0.554, -1.069, 1.210, -0.959, -0.167, 0.507, 0.499, -0.227, -0.217, 0.469, -0.472, -0.214, -0.237, 0.500, -0.534, 0.235, 0.237, 0.238, 0.243, -0.215, -0.236, 0.479, -0.501, -0.237, -0.215, 0.468, -0.482, 0.232, 0.233, 0.236, 0.234, -0.217, -0.239, 0.477, -0.500, -0.236, -0.216, 0.469, -0.484, 0.235, 0.235, 0.233, 0.232],
  "lumo_energy_ev": -1.935,
  "orbital_gap_ev": 7.58,
  "homo_energy_ev": -9.511
}

***

(2)
{
  "formula": "C21H36P2SnTe",
  "method": "the ωB97M-V functional and the def2-TZVPD basis",
  "species": ["P", "P", "C", "C", "H", "H", "H", "H", "C", "H", "H", "H", "C", "H", "H", "H", "C", "H", "H", "H", "C", "H", "H", "H", "Sn", "C", "C", "C", "C", "C", "C", "C", "C", "C", "H", "H", "H", "H", "H", "H", "H", "H", "H", "H", "H", "H", "H", "H", "H", "Te", "C", "C", "C", "C", "C", "C", "H", "H", "H", "H", "H"],
  "xyz": [[1.08917, 1.65039, -0.18870], [-1.54712, 0.20964, 1.94254], [-0.68509, 1.26443, -0.70516], [-1.74827, 1.18715, 0.38535], [-0.60985, 0.42406, -1.39111], [-0.90069, 2.13223, -1.30964], [-1.94050, 2.21869, 0.72483], [-2.64535, 0.76161, -0.04116], [-1.74298, -1.55686, 1.54165], [-1.45454, -2.14289, 2.42813], [-1.11394, -1.84457, 0.68264], [-2.81599, -1.74804, 1.33043], [-2.91073, 0.41111, 3.14588], [-3.77754, -0.15207, 2.80698], [-3.19872, 1.44139, 3.35275], [-2.53999, -0.06046, 4.09389], [2.11650, 0.74321, -1.44255], [3.16470, 1.01584, -1.20125], [1.83148, 1.31059, -2.32929], [2.12624, -0.32790, -1.76105], [1.25924, 3.25716, -1.14139], [0.66432, 4.07524, -0.69600], [0.93288, 3.13081, -2.19427], [2.33889, 3.46591, -1.14344], [0.58947, -2.22987, -1.42305], [-2.34792, -0.50665, -2.51112], [-1.95851, -1.73964, -2.07028], [-1.57133, -2.83891, -3.02382], [-0.75974, -2.20830, -4.19002], [0.20461, -1.14151, -3.71781], [0.11554, 0.22647, -3.86795], [-1.08819, 0.98767, -4.26535], [-2.35633, 0.16328, -3.85783], [2.23069, -2.08544, 0.38685], [-2.89489, 0.12763, -1.80358], [-2.15888, -2.05828, -1.03357], [-2.49850, -3.29366, -3.40494], [-1.01645, -3.66270, -2.50866], [-0.14287, -3.00073, -4.63297], [-1.50418, -1.89665, -4.93539], [1.26951, -1.47493, -3.65133], [1.05923, 0.78957, -4.01579], [-1.11151, 1.09628, -5.35750], [-1.10958, 2.03391, -3.87568], [-3.19415, 0.88167, -3.81899], [-2.55545, -0.48712, -4.72204], [1.49877, -1.70079, 1.12136], [3.08470, -1.36537, 0.27125], [2.59648, -3.06560, 0.71099], [0.71113, 1.11136, 2.52529], [1.81345, 0.63030, 4.19940], [1.79996, -0.55702, 4.93110], [2.51008, -0.56085, 6.12991], [3.19637, 0.58285, 6.56168], [3.26265, 1.72224, 5.74653], [2.59844, 1.73601, 4.51610], [1.23055, -1.40621, 4.53860], [2.47711, -1.46039, 6.74775], [3.68461, 0.58223, 7.55537], [3.81375, 2.61613, 6.03890], [2.62928, 2.58637, 3.81653]],
  "atomic_forces_ev_per_a": [[0.197, 0.755, -2.608], [0.263, -0.579, -0.039], [1.320, 0.037, 0.421], [0.005, 0.362, 0.637], [-0.320, -0.364, 0.323], [-0.520, 0.240, -0.228], [-0.241, -0.362, -0.013], [-0.544, 0.065, -0.102], [-0.062, 0.003, 0.450], [-0.064, 0.117, -0.306], [0.053, 0.111, 0.135], [0.569, 0.174, 0.034], [0.353, -0.068, 0.544], [-0.079, 0.005, -0.063], [0.188, -0.003, -0.056], [-0.321, 0.431, -0.788], [0.748, 0.351, -0.722], [-0.452, -0.170, -0.076], [0.464, -0.285, -0.134], [-0.328, 0.830, 1.014], [-0.174, -0.111, -0.109], [0.487, -0.284, -0.037], [0.135, 0.049, 0.476], [-0.383, 0.352, 0.024], [2.355, -1.242, 2.691], [-0.880, -0.432, 0.740], [-1.262, 0.420, -0.240], [-0.426, -0.307, -0.210], [-0.242, -1.096, 0.576], [1.732, 2.079, -1.879], [0.972, -0.967, -0.873], [-1.002, -0.259, 0.469], [-0.383, 0.946, -0.806], [-0.406, 0.732, -0.419], [0.393, -0.330, 0.032], [-0.284, 0.354, -0.775], [0.117, 0.080, -0.106], [-0.509, 0.652, -0.550], [-0.113, 0.140, -0.051], [0.807, 0.122, 0.147], [-1.006, 0.189, -0.460], [-0.503, -0.524, 0.543], [0.033, 0.123, -0.015], [0.044, -0.700, 0.052], [0.147, -0.304, -0.191], [-0.228, 0.087, 0.586], [0.579, -0.050, 0.156], [-0.738, -0.573, 0.159], [-0.069, 0.133, -0.164], [-0.533, -0.642, -0.290], [-0.354, -0.429, 0.993], [0.184, 0.725, -0.035], [-0.094, -0.195, 0.134], [0.104, 0.066, 0.212], [0.171, -0.095, -0.346], [-0.028, -0.343, 0.770], [0.278, 0.213, 0.458], [0.164, 0.308, -0.077], [-0.309, 0.001, -0.795], [-0.022, -0.347, 0.121], [0.015, -0.189, 0.665]],
  "nbo_charge": [0.803, 1.153, -0.746, -0.723, 0.322, 0.235, 0.246, 0.256, -0.995, 0.256, 0.287, 0.247, -0.958, 0.248, 0.258, 0.262, -0.930, 0.234, 0.223, 0.256, -0.933, 0.224, 0.213, 0.232, 0.101, -0.313, -0.237, -0.471, -0.467, -0.298, -0.244, -0.439, -0.436, -1.146, 0.170, 0.205, 0.214, 0.239, 0.233, 0.216, 0.238, 0.194, 0.209, 0.191, 0.206, 0.202, 0.159, 0.186, 0.199, 0.502, -0.304, -0.233, -0.191, -0.217, -0.192, -0.253, 0.223, 0.220, 0.223, 0.221, 0.218],
  "lumo_energy_ev": [-0.625, -0.625],
  "orbital_gap_ev": [3.29, 3.24],
  "relative_energy_kcal_mol": 132.35,
  "homo_energy_ev": [-3.915, -3.869]
}

***

(3)
{
  "formula": "C4H4ClN3O2",
  "method": "the ωB97M-V functional and the def2-TZVPD basis",
  "species": ["C", "C", "N", "C", "N", "C", "Cl", "N", "O", "O", "H", "H", "H", "H"],
  "xyz": [[1.76633, 0.84508, -0.07610], [0.78086, -0.18270, -0.00903], [0.92065, -1.45638, -0.25853], [-0.35605, -2.02864, -0.20371], [-1.28570, -1.32698, 0.21251], [-0.76168, -0.01906, 0.41296], [-0.69107, 0.38846, 2.18072], [-1.77235, 0.90234, -0.18763], [-2.94032, 0.59194, -0.16024], [-1.30400, 1.78993, -0.86922], [2.67758, 0.45128, 0.25140], [1.46682, 1.90803, 0.33043], [2.02357, 1.18895, -1.13583], [-0.52464, -3.05224, -0.48774]],
  "atomic_forces_ev_per_a": [[0.050, 4.264, -1.478], [-3.095, -2.245, -0.910], [1.259, 2.108, -0.150], [1.300, -1.149, -0.140], [-2.280, 1.071, 0.848], [0.690, -0.995, 1.676], [-0.033, -0.088, -0.565], [-0.367, -0.090, -2.124], [0.593, 0.386, 0.808], [0.337, 0.679, 0.271], [1.508, -0.196, 1.001], [0.505, -2.479, -0.034], [-0.734, -0.982, 0.875], [0.269, -0.284, -0.079]],
  "nbo_charge": [-0.713, 0.344, -0.458, 0.282, -0.440, 0.131, 0.015, 0.509, -0.304, -0.366, 0.257, 0.263, 0.276, 0.204],
  "lumo_energy_ev": -1.103,
  "orbital_gap_ev": 9.67,
  "relative_energy_kcal_mol": 94.60,
  "homo_energy_ev": -10.773,
  "smiles": "CC1=NC=N[C@]1(Cl)[N+](=O)[O-]"
}